(1)
Entry from the OMol25 dataset: a 8-piece molecular cluster, C21H24F5N3O15 overall at a distorted geometry (ωB97M-V with the def2-TZVPD basis set).

The calculation puts the LUMO energy at -0.36 eV. The calculation puts the maximum force at 1.6 eV Å⁻¹. The value obtained for the electronic energy is -70936.6826 eV. The molar mass comes out at 653.42 g/mol. The calculation puts the relative energy (zero: lowest compared OMol25 entry of this formula, charge and spin) at 0.000 eV. As for the gap between HOMO and LUMO: 10.777 eV. Its multiplicity is 1. Its SMILES is O=C1OC[C@@H](F)O1.O=C1OC[C@@H](F)O1.O=C1OC[C@@H](F)O1.O=C1OC[C@@H](F)O1.O=C1OC[C@@H](F)O1.CC#N.CC#N.CC#N. The calculation puts the HOMO energy at -11.14 eV.

Last column: natural (NBO) charge in e.
CARTESIAN COORDINATES (ANGSTROEM)
C  16.43517  -16.86716  -11.81128  0.441
H  13.55842  -19.51971  -16.07699  0.249
H  14.69327  -15.05421  -19.15099  0.170
O  15.33575  -14.13509  -12.89896  -0.585
O  15.58860  -12.95216  -22.70822  -0.537
O  14.99649  -13.71852  -20.66177  -0.503
O  18.89812  -9.71197  -18.50498  -0.474
O  15.05578  -10.32060  -17.41179  -0.499
O  19.64925  -11.60637  -19.39044  -0.491
H  13.78157  -11.21897  -16.07404  0.167
C  13.18831  -11.37212  -18.18190  -0.126
C  18.15253  -15.50120  -12.34693  0.980
C  19.03817  -10.62138  -17.41458  -0.125
O  13.87521  -10.73668  -19.25433  -0.468
C  15.47355  -15.36771  -16.33957  0.389
O  15.75358  -9.49789  -19.40186  -0.524
O  19.11649  -9.86697  -20.73865  -0.529
H  19.92937  -12.65696  -17.65369  0.173
C  15.38981  -14.87593  -19.96794  0.428
O  13.69371  -12.62244  -13.16941  -0.491
H  12.23260  -12.86807  -10.30491  0.232
H  17.03048  -13.98160  -16.74446  0.285
C  15.33691  -15.93131  -21.06802  -0.140
C  12.51144  -13.18758  -11.30383  -0.136
H  12.31047  -10.77047  -17.94037  0.195
H  12.08204  -18.41460  -17.85019  0.249
F  16.65128  -14.73030  -19.48347  -0.340
H  19.94078  -10.35053  -16.86496  0.196
C  16.92144  -17.20038  -13.20406  -0.136
H  16.37596  -13.95568  -15.06568  0.281
F  13.03680  -10.93762  -11.87932  -0.332
O  13.81555  -13.77800  -11.28297  -0.472
H  14.37736  -16.42762  -21.17966  0.225
C  19.18720  -10.33452  -19.66333  0.971
H  11.49168  -16.73644  -18.19138  0.255
H  14.74021  -18.37569  -16.65478  0.276
C  12.26263  -17.48406  -18.37816  -0.742
C  15.45031  -19.74698  -15.21932  0.300
H  12.87841  -12.38327  -18.43458  0.215
C  14.36710  -13.58655  -12.49529  0.984
H  18.15301  -10.60816  -16.78846  0.219
H  11.72361  -11.98675  -12.96838  0.174
O  17.46387  -16.02637  -11.29551  -0.493
O  15.65160  -15.15475  -22.23220  -0.482
H  13.19240  -17.06065  -17.99755  0.286
N  14.57072  -16.01622  -16.63433  -0.473
C  19.24356  -11.96502  -18.12894  0.431
H  17.43054  -18.16232  -13.18498  0.230
H  17.37684  -15.30048  -15.64439  0.270
C  15.43814  -13.84463  -21.95305  0.966
N  16.14165  -20.00097  -14.33944  -0.347
H  16.15549  -16.63182  -20.90141  0.209
F  16.32794  -18.00313  -11.07620  -0.328
C  14.60796  -19.41494  -16.35449  -0.739
F  18.01301  -12.60215  -18.20693  -0.365
H  11.81034  -13.98049  -11.58388  0.197
O  17.91829  -16.21399  -13.46811  -0.499
F  14.93377  -12.52461  -17.03991  -0.358
C  12.63078  -12.13182  -12.39247  0.435
H  16.15640  -17.23615  -13.97356  0.205
H  15.51934  -16.29441  -11.69595  0.166
C  16.61725  -14.56756  -15.92964  -0.750
C  12.32405  -17.65938  -19.82449  0.293
C  14.22065  -11.35302  -17.05969  0.433
H  14.81016  -20.05907  -17.20810  0.259
C  14.97552  -10.12262  -18.77736  0.967
N  12.34767  -17.77131  -20.96547  -0.345
O  18.89322  -14.57795  -12.29627  -0.566

***

(2)
Entry from the OMol25 dataset: a single C21H24FN5O2S molecule at a distorted geometry (ωB97M-V with the def2-TZVPD basis set).

The calculation puts the LUMO energy at 0.39 eV. The calculation puts the maximum force at 1.8 eV Å⁻¹. The value obtained for the electronic energy is -47263.4918 eV. The molar mass comes out at 429.52 g/mol. The calculation puts the relative energy (zero: lowest compared OMol25 entry of this formula, charge and spin) at 0.000 eV. As for the gap between HOMO and LUMO: 9.404 eV. Its multiplicity is 1. Its SMILES is Cc1ccc(S(=O)(=O)Cn2nnnc2[C@@H](c2ccc(F)cc2)N2CCCCC2)cc1. The calculation puts the HOMO energy at -9.01 eV.

Last column: natural (NBO) charge in e.
CARTESIAN COORDINATES (ANGSTROEM)
C  -4.16798  0.38164  0.14992  -0.192
H  -5.47096  -2.96161  -1.69543  0.221
C  4.40929  2.39728  -0.51454  -0.397
H  3.29591  0.59402  1.26377  0.170
C  -1.55252  2.54690  0.39879  -0.452
N  -0.64386  -0.02030  -1.85409  -0.323
N  -2.08890  1.55267  -1.73301  -0.059
H  -4.09394  -3.95252  -1.17967  0.220
H  1.71666  -3.91279  -1.21681  0.230
H  -3.92885  -2.84101  -2.53804  0.235
H  -2.25867  3.30518  0.06843  0.267
C  2.51074  0.95170  -1.24865  -0.234
C  1.20041  -1.91638  -0.60830  -0.217
C  1.59589  -3.22533  -0.39470  -0.273
H  0.98529  -1.57923  -1.60873  0.251
C  -0.39505  0.62751  -0.74035  0.385
H  3.02946  3.57460  0.63796  0.200
S  -2.36539  1.59553  1.79945  2.144
C  -2.84116  -2.05679  0.17893  -0.208
H  4.30534  2.82170  1.60649  0.210
H  -0.63736  2.98825  0.78956  0.259
N  -1.29753  1.64444  -0.65597  -0.223
C  1.04388  -1.04386  0.46214  0.023
C  3.42710  2.10615  -1.64360  -0.399
O  -3.39156  2.43734  2.34067  -0.923
C  1.28667  -1.50133  1.75405  -0.212
N  1.78314  1.30764  -0.04233  -0.443
N  -1.68369  0.57488  -2.42240  -0.053
H  1.79081  0.75866  -2.04636  0.215
C  -4.61488  -0.66126  -0.63928  -0.201
H  5.03597  3.25435  -0.76629  0.210
H  3.11521  0.04048  -1.10145  0.172
H  -1.52978  -1.13786  1.61763  0.242
H  -5.47662  -0.52020  -1.27333  0.219
C  -4.39237  -2.97972  -1.56115  -0.634
H  1.15037  -0.83346  2.59240  0.223
C  -3.94711  -1.88378  -0.64814  0.029
C  1.68533  -2.80569  1.98261  -0.278
H  -4.66397  1.33904  0.15777  0.238
C  2.69598  1.50016  1.07071  -0.220
H  -2.31590  -2.99975  0.18464  0.222
H  5.06115  1.53297  -0.36661  0.195
H  1.87332  -3.16949  2.98030  0.231
H  2.10927  1.71884  1.96688  0.203
H  0.26699  0.76908  1.23890  0.263
C  3.62721  2.67041  0.76532  -0.400
F  2.22312  -4.92682  1.11017  -0.324
O  -1.30619  1.16707  2.67573  -0.949
C  1.83789  -3.65001  0.89832  0.392
H  3.95905  1.84796  -2.56030  0.210
C  -2.38893  -1.02155  0.97650  -0.197
C  -3.05476  0.18835  0.94605  -0.296
H  2.81954  2.99211  -1.83592  0.202
C  0.66692  0.41382  0.28136  -0.176

***

(3)
Entry from the OMol25 dataset: C21H24N2O7P2Re as an isolated structure (ωB97M-V with the def2-TZVPD basis set).

The calculation puts the LUMO energy (spin up / spin down) at 0.22 / -0.26 eV. The calculation puts the maximum force at 0.6 eV Å⁻¹. The value obtained for the electronic energy is -60193.3731 eV. The molar mass comes out at 664.59 g/mol. As for the expectation value of S²: 0.758. As for the gap between HOMO and LUMO (spin up / spin down): 7.238 / 6.639 eV. Its multiplicity is 2. The calculation puts the HOMO energy (spin up / spin down) at -7.02 / -6.90 eV.

Last column: natural (NBO) charge in e.
CARTESIAN COORDINATES (ANGSTROEM)
C  1.84249  -0.72065  -2.97103  -0.009
C  2.36806  -1.35026  -4.09595  -0.211
H  -1.59868  -0.62149  6.33959  0.221
H  -1.33171  0.52896  -2.46103  0.241
H  -2.97950  0.82526  -3.05883  0.219
O  -2.36423  -0.29811  0.07785  -1.098
H  -0.97705  4.88006  -0.24475  0.521
H  2.51785  -3.14536  -5.24971  0.212
O  -1.49261  4.11556  0.04461  -1.020
H  2.52986  0.34112  4.77843  0.197
C  2.87587  0.04721  0.95666  -0.231
H  3.01189  -0.04174  -0.11377  0.207
C  0.75348  -2.84802  -2.37105  -0.002
Re  -0.18306  -0.27487  0.44429  1.254
C  -0.10892  -0.25636  4.85214  -0.240
C  3.87159  0.37124  3.12918  -0.252
C  2.09955  -2.68063  -4.36671  -0.196
P  -3.13912  0.96448  -0.12298  2.406
O  -0.62250  1.83575  0.56772  -1.146
O  0.17125  3.07769  -1.60030  -1.095
C  2.10972  0.73456  -2.72755  -0.646
C  -2.08379  1.29507  -2.65079  -0.631
H  4.74577  0.54649  3.74126  0.210
H  1.75649  1.06817  -1.75585  0.244
C  -1.37744  -0.57310  5.28203  -0.141
H  1.59373  1.34204  -3.47434  0.233
C  1.04270  -1.48957  -2.11577  0.130
O  -3.34667  1.80717  1.20444  -0.987
C  -2.41521  2.05519  -1.37956  -0.505
O  -4.61204  0.63736  -0.57401  -0.967
H  -5.02328  1.42006  -0.97717  0.529
P  -0.87391  2.76437  -0.61877  2.369
H  3.17755  0.93972  -2.80467  0.219
C  1.29362  -3.42197  -3.50949  -0.218
H  2.99325  -0.77548  -4.76817  0.209
C  -2.36533  -0.84362  4.33887  -0.276
H  4.96623  0.30860  1.28275  0.209
H  0.24340  -3.56528  -0.41197  0.230
H  -1.14013  -3.24907  -1.44092  0.226
C  1.57764  -0.04910  1.50091  -0.228
C  2.62469  0.25928  3.70366  -0.186
H  -0.14190  -4.68018  -1.73799  0.214
H  -2.75707  -0.96243  2.23067  0.227
C  3.98940  0.24518  1.74606  -0.186
H  1.08514  -4.46236  -3.72464  0.208
O  -3.42428  3.03283  -1.65954  -0.739
H  -1.67954  2.00258  -3.37262  0.246
N  -0.80704  -0.42958  2.57756  -0.523
C  -2.03467  -0.75817  3.00641  0.066
H  -3.36971  -1.11193  4.62971  0.228
C  -0.11814  -3.63297  -1.44107  -0.638
H  -2.48371  2.10768  1.54257  0.537
C  0.17264  -0.20058  3.48244  0.237
C  1.49437  0.03628  2.90938  -0.094
H  -3.21881  3.82374  -1.14105  0.502
N  0.48528  -0.90885  -0.99288  -0.511
H  0.67655  -0.06199  5.56575  0.223

***

(4)
Entry from the OMol25 dataset: a single C21H24N4O4 molecule (ωB97M-V with the def2-TZVPD basis set).

The calculation puts the LUMO energy at 0.64 eV. The calculation puts the maximum force at 0.7 eV Å⁻¹. The value obtained for the electronic energy is -36319.2617 eV. The molar mass comes out at 396.45 g/mol. The calculation puts the relative energy (zero: lowest compared OMol25 entry of this formula, charge and spin) at 0.251 eV. As for the gap between HOMO and LUMO: 8.577 eV. Its multiplicity is 1. Its SMILES is COc1ccc(CCNC(=O)CCNC(=O)N2CC(=O)Nc3ccccc32)cc1. The calculation puts the HOMO energy at -7.94 eV.

Last column: natural (NBO) charge in e.
CARTESIAN COORDINATES (ANGSTROEM)
H  -2.35118  0.20987  1.98863  0.250
H  -0.69212  0.98334  -2.01562  0.428
C  3.00269  -0.34534  -0.05336  -0.320
O  0.79156  2.39769  -2.04727  -0.655
H  1.06160  2.32872  1.91852  0.206
H  -1.18952  -1.06846  -2.43675  0.250
H  1.75078  -3.96441  0.66625  0.198
C  3.15613  3.39740  0.52661  -0.422
C  -0.77173  -1.34022  -1.46141  -0.322
C  -2.12249  0.50914  -0.61232  0.800
C  -2.06724  -2.94690  3.14452  -0.212
H  4.24099  1.25464  -0.71427  0.200
C  -1.67080  -3.56864  1.97523  -0.259
N  1.15071  4.16318  -0.69534  -0.614
N  -1.10571  -3.48325  -0.35628  -0.611
N  -1.59042  -0.75881  -0.41439  -0.449
C  1.61159  1.58414  1.35981  -0.210
O  -0.19645  -3.45567  -2.40797  -0.607
H  4.24514  3.45119  0.48369  0.218
H  3.25785  -3.02045  0.63504  0.181
C  2.71620  1.96219  0.60520  -0.068
C  -1.99688  2.54882  -1.89629  -0.211
C  0.35545  3.26579  -1.31509  0.697
O  1.46888  -1.99818  0.88702  -0.512
H  3.00450  5.08368  -0.83473  0.198
C  1.91710  -0.71829  0.73099  0.283
H  2.84722  3.48585  -1.61405  0.232
H  2.81929  3.94283  1.41123  0.203
C  2.59158  4.07614  -0.73169  -0.219
H  0.25810  -0.94907  -1.41998  0.224
H  -1.30746  3.22033  0.02403  0.239
H  -2.18860  -3.52225  4.04914  0.214
C  -1.51845  -2.83666  0.80830  0.202
C  -1.76441  -1.45813  0.78639  0.120
H  -1.85875  2.79343  -2.95162  0.206
H  3.55394  -1.07638  -0.62355  0.222
C  3.38987  0.98199  -0.10722  -0.123
H  -1.00152  -4.48963  -0.32499  0.412
C  -2.30145  -1.58391  3.13762  -0.223
C  2.21315  -3.04521  0.31007  -0.257
H  -1.47759  -4.63183  1.95677  0.207
H  -1.39641  4.50688  -1.19093  0.227
H  0.36955  -0.03527  2.02692  0.227
H  -2.60389  -1.08189  4.04398  0.214
O  -2.99318  0.98407  0.09042  -0.661
C  1.21548  0.26502  1.42879  -0.214
H  2.16957  -3.02251  -0.78373  0.187
H  0.74278  4.79727  -0.02645  0.393
C  -1.12552  3.46276  -1.02621  -0.522
H  -3.04652  2.67056  -1.62222  0.233
C  -2.14898  -0.84694  1.97668  -0.214
C  -0.66432  -2.85641  -1.46259  0.684
N  -1.64431  1.15733  -1.71827  -0.649

***

Question: Which of these has the highest molar mass?
Answer: C21H24N2O7P2Re

***

Question: What is the formula in the third record?
Answer: C21H24N2O7P2Re

***

Question: The highest multiplicity belongs to which entry?
Answer: C21H24N2O7P2Re

***

Question: electronic energy of number 4 (C21H24N4O4)?
Answer: -36319.2617 eV